This record from OMol25 describes 9 unconnected molecules or ions with the total composition C21H64N4O9 in a non-equilibrium geometry. The level of theory is wB97M-V/def2-TZVPD.

Positions of all 98 atoms, in Å:
C -40.768 -2.755 4.240
O -40.022 -3.945 4.326
C -40.318 -4.884 3.292
C -39.562 -6.086 3.658
C -38.036 -6.032 3.528
N -39.957 -7.368 3.110
H -41.805 -2.702 4.605
H -40.948 -2.472 3.297
H -40.176 -2.093 4.643
H -41.262 -5.222 3.154
H -40.013 -4.577 2.319
H -39.657 -6.259 4.735
H -37.975 -6.534 2.540
H -37.595 -6.817 4.157
H -37.587 -5.006 3.893
H -39.842 -7.317 2.091
H -40.886 -7.635 3.351
C -42.884 -4.274 -3.645
O -42.862 -5.104 -2.538
C -44.138 -5.215 -1.696
C -44.348 -3.962 -0.878
C -43.342 -3.852 0.241
N -45.753 -4.032 -0.330
H -43.526 -4.513 -4.359
H -41.843 -4.234 -4.023
H -43.006 -3.274 -3.325
H -44.852 -5.254 -2.564
H -44.034 -6.093 -1.156
H -44.580 -3.144 -1.785
H -43.378 -4.787 0.734
H -43.665 -3.035 1.099
H -42.396 -3.771 -0.168
H -46.142 -4.941 -0.079
H -46.306 -3.810 -1.236
C -36.995 -10.101 -0.708
O -36.733 -11.039 -1.639
C -37.576 -12.207 -1.810
C -36.924 -13.071 -2.894
C -36.738 -12.349 -4.315
N -37.700 -14.194 -3.060
H -37.882 -9.751 -0.651
H -36.349 -9.226 -0.637
H -36.898 -10.653 0.251
H -37.823 -12.585 -0.840
H -38.516 -12.203 -2.287
H -36.031 -13.127 -2.440
H -37.582 -12.235 -4.959
H -36.087 -12.839 -5.023
H -36.543 -11.191 -3.871
H -37.161 -14.947 -3.367
H -38.030 -14.473 -2.088
C -45.529 -9.914 -1.302
O -44.440 -10.022 -2.250
C -43.759 -8.790 -2.492
C -42.629 -9.127 -3.486
C -41.610 -10.073 -2.974
N -41.918 -7.998 -4.013
H -45.137 -9.174 -0.369
H -45.930 -10.872 -0.955
H -46.254 -9.171 -1.771
H -44.549 -8.127 -2.929
H -43.308 -8.402 -1.483
H -42.887 -9.697 -4.288
H -40.951 -9.809 -2.086
H -40.899 -10.311 -3.948
H -42.124 -10.876 -2.611
H -41.641 -7.566 -3.263
H -42.600 -7.359 -4.426
C -41.255 -10.541 1.532
O -40.891 -11.903 1.713
H -40.998 -9.832 2.196
H -42.367 -10.751 1.296
H -41.028 -10.006 0.590
H -40.878 -12.297 0.814
C -43.214 -7.673 2.497
O -42.577 -8.196 3.659
H -44.199 -7.311 2.770
H -43.477 -8.365 1.545
H -42.848 -6.760 2.309
H -43.157 -8.677 4.259
C -38.176 -8.216 -3.667
O -37.254 -7.372 -2.951
H -38.449 -7.736 -4.560
H -38.976 -8.361 -3.190
H -37.848 -9.186 -3.667
H -37.615 -7.136 -2.214
C -40.703 -7.008 -0.503
O -39.398 -7.282 0.088
H -41.215 -6.054 -0.133
H -41.283 -7.905 -0.089
H -40.606 -6.916 -1.523
H -38.873 -6.432 0.048
C -38.767 -4.082 -1.251
O -37.973 -5.116 -0.873
H -38.164 -3.722 -1.996
H -38.717 -3.455 -0.473
H -39.744 -4.427 -1.660
H -37.068 -5.011 -1.362

Properties
- SMILES: COC[C@H](C)N.COC[C@H](C)N.COC[C@H](C)N.COC[C@H](C)N.CO.CO.CO.CO.CO
- Kohn-Sham gap: 8.89 eV
- Relative energy (zero: lowest compared OMol25 entry of this formula, charge and spin): 1252.6 kJ/mol
- Total energy: -1734.0677 Ha

These are the Löwdin partial charges, in e, on atoms 1 to 6: atom 1 (C): -0.092, atom 2 (O): -0.123, atom 3 (C): -0.200, atom 4 (C): -0.477, atom 5 (C): -0.053, atom 6 (N): 0.069